Below is a structure of composition C40H36N6O4PPbS3, with properties calculated with ωB97M-V/def2-TZVPD.

Calculated values
Net charge ... +1
Energy relative to the best compared isomer or geometry (same formula, charge and spin) ... 7.5 kcal/mol
Highest occupied orbital energy ... -9.00 eV
Calculated total energy ... -3903.9902 hartree
Strongest force on any atom ... 0.0099 Eh/bohr
Kohn-Sham gap ... 6.0 eV

Geometry as XYZ:
```
91
Properties=species:S:1:pos:R:3:lowdin_charge:R:1
Pb 0.393 -0.069 0.311 1.16
N 3.981 -1.026 3.121 0.05
C 2.853 -0.555 2.495 -0.89
S 1.862 -1.786 1.723 0.45
N 2.669 0.721 2.537 -0.02
N 1.548 1.245 1.907 -0.14
C 1.314 2.466 2.244 -0.08
C 0.184 3.301 1.917 -0.14
C 0.279 4.654 2.302 -0.06
C -0.770 5.529 2.179 -0.10
C -1.990 5.045 1.684 -0.08
C -2.120 3.730 1.309 -0.03
C -1.039 2.814 1.381 -0.36
O -1.202 1.591 0.975 -0.32
H 3.996 -2.003 3.350 0.06
H 4.424 -0.395 3.770 0.09
H 2.055 2.906 2.910 0.13
H 1.225 5.001 2.708 0.11
H -0.669 6.564 2.481 0.10
H -2.843 5.711 1.608 0.10
H -3.069 3.348 0.944 0.10
O -2.529 -3.123 1.177 0.22
C -2.027 -3.564 0.211 -0.39
O -1.222 -2.718 -0.613 -0.18
C -2.071 -4.922 -0.377 -0.13
C -2.736 -6.007 0.170 0.03
C -2.696 -7.209 -0.519 -0.03
C -2.015 -7.319 -1.730 -0.04
C -1.343 -6.231 -2.272 -0.03
C -1.376 -5.038 -1.571 -0.21
P -0.630 -3.449 -1.917 1.05
C -1.289 -2.723 -3.383 -0.29
C -0.686 -3.002 -4.613 -0.07
C -1.296 -2.560 -5.775 -0.05
C -2.493 -1.859 -5.703 -0.05
C -3.081 -1.581 -4.476 -0.05
C -2.483 -2.009 -3.303 -0.07
C 1.128 -3.532 -1.863 -0.28
C 1.889 -2.564 -2.520 -0.06
C 3.269 -2.645 -2.464 -0.05
C 3.876 -3.669 -1.750 -0.03
C 3.114 -4.625 -1.086 -0.05
C 1.735 -4.568 -1.144 -0.06
H -3.265 -5.902 1.110 0.14
H -3.207 -8.075 -0.118 0.12
H -2.010 -8.266 -2.254 0.12
H -0.814 -6.315 -3.213 0.12
H 0.250 -3.546 -4.656 0.11
H -0.835 -2.759 -6.733 0.11
H -2.965 -1.514 -6.615 0.12
H -4.003 -1.014 -4.429 0.12
H -2.900 -1.744 -2.338 0.11
H 1.401 -1.748 -3.042 0.11
H 3.869 -1.901 -2.971 0.10
H 4.957 -3.719 -1.701 0.12
H 3.597 -5.417 -0.528 0.12
H 1.136 -5.311 -0.632 0.12
N -3.037 0.786 -0.773 0.04
N -3.125 1.758 -1.782 -0.08
C -2.079 2.033 -2.586 -0.88
N -2.217 3.172 -3.303 0.08
S -0.679 1.116 -2.733 0.56
H -3.975 0.615 -0.438 0.09
H -2.473 1.177 -0.008 0.01
H -3.767 2.519 -1.621 0.14
H -3.088 3.676 -3.344 0.10
H -1.539 3.338 -4.023 0.08
O 2.509 0.302 -1.090 -0.68
S 2.799 1.538 -1.930 0.98
C 4.280 1.114 -2.843 -0.37
C 4.451 1.676 -4.100 -0.07
C 5.568 1.333 -4.850 -0.07
C 6.488 0.426 -4.344 -0.07
C 6.299 -0.140 -3.086 -0.07
C 5.186 0.197 -2.331 -0.10
C 3.483 2.772 -0.832 -0.37
C 3.039 4.079 -0.985 -0.08
C 3.517 5.060 -0.128 -0.07
C 4.420 4.720 0.871 -0.07
C 4.844 3.403 1.023 -0.06
C 4.371 2.418 0.173 -0.07
H 3.719 2.382 -4.482 0.11
H 5.716 1.767 -5.831 0.11
H 7.355 0.151 -4.933 0.11
H 7.022 -0.846 -2.695 0.11
H 5.006 -0.263 -1.366 0.11
H 2.326 4.324 -1.767 0.11
H 3.180 6.084 -0.231 0.11
H 4.786 5.483 1.549 0.11
H 5.533 3.139 1.816 0.11
H 4.665 1.385 0.310 0.11
```

Below is a structure of composition C40H37GeN2O7PY, with properties calculated with ωB97M-V/def2-TZVPD.

Calculated values
Net charge ... -1
Energy relative to the best compared isomer or geometry (same formula, charge and spin) ... 13.5 kcal/mol
Highest occupied orbital energy ... -3.26 eV
Calculated total energy ... -4639.4899 hartree
Strongest force on any atom ... 0.0112 Eh/bohr
Kohn-Sham gap ... 5.4 eV

Geometry as XYZ:
```
89
Properties=species:S:1:pos:R:3:lowdin_charge:R:1
Y 0.517 -1.081 0.351 1.32
O 1.503 -0.066 2.080 -0.19
C 0.998 0.029 3.252 -0.73
O 1.187 -0.764 4.181 0.01
C -0.028 1.142 3.391 -0.21
P -1.453 0.529 2.385 1.07
C -2.614 -0.123 3.624 -0.37
C -3.254 0.676 4.573 -0.10
C -4.093 0.108 5.517 -0.08
C -4.298 -1.268 5.527 -0.09
C -3.664 -2.070 4.592 -0.08
C -2.826 -1.498 3.642 -0.09
C -2.236 2.022 1.715 -0.37
C -1.440 2.896 0.975 -0.09
C -2.010 3.977 0.325 -0.07
C -3.381 4.190 0.384 -0.09
C -4.182 3.309 1.096 -0.09
C -3.613 2.228 1.757 -0.11
H 0.349 2.054 2.931 0.08
H -0.307 1.313 4.429 0.09
H -3.095 1.749 4.565 0.11
H -4.585 0.735 6.250 0.10
H -4.951 -1.713 6.267 0.10
H -3.814 -3.143 4.600 0.10
H -2.319 -2.123 2.913 0.09
H -0.380 2.712 0.861 0.07
H -1.378 4.640 -0.255 0.10
H -3.824 5.030 -0.136 0.10
H -5.254 3.459 1.138 0.10
H -4.252 1.548 2.310 0.09
C -3.582 -1.120 -0.131 0.01
C -2.742 -2.302 -0.446 -0.33
N -1.435 -2.410 -0.290 0.09
C -1.071 -3.614 -0.849 -0.11
C -2.182 -4.263 -1.307 -0.07
N -3.225 -3.413 -1.035 0.18
C -2.454 -5.561 -1.967 -0.50
O -1.424 -6.332 -2.215 0.13
O -3.597 -5.852 -2.255 0.08
C 0.384 -3.973 -0.942 -0.57
O 0.696 -5.068 -1.436 0.04
O 1.157 -3.086 -0.492 -0.10
H -3.009 -0.422 0.469 0.02
H -4.491 -1.401 0.404 0.09
H -3.855 -0.600 -1.052 0.10
H -4.177 -3.618 -1.291 0.17
H -0.550 -5.911 -1.902 0.07
C 0.809 -4.138 2.494 -0.11
O 0.685 -2.736 2.320 -0.22
H 0.231 -4.479 3.357 0.08
H 1.853 -4.430 2.624 0.09
H 0.431 -4.626 1.600 0.07
H 0.985 -2.255 3.120 0.05
C 0.163 0.268 -1.363 -0.49
Ge 1.821 0.890 -1.953 0.75
C 3.136 -0.484 -2.573 -0.26
C 4.013 -1.207 -1.765 -0.12
C 4.778 -2.255 -2.264 -0.10
C 4.681 -2.614 -3.599 -0.11
C 3.809 -1.915 -4.426 -0.10
C 3.053 -0.871 -3.915 -0.12
C 2.609 2.000 -0.488 -0.26
C 3.690 1.746 0.351 -0.11
C 4.035 2.609 1.388 -0.10
C 3.305 3.765 1.609 -0.11
C 2.232 4.056 0.772 -0.11
C 1.899 3.185 -0.255 -0.14
C 1.857 2.184 -3.476 -0.28
C 3.033 2.723 -3.997 -0.11
C 3.004 3.645 -5.035 -0.11
C 1.787 4.044 -5.577 -0.12
C 0.606 3.517 -5.072 -0.11
C 0.647 2.596 -4.029 -0.12
H -0.309 -0.311 -2.179 -0.11
H 4.100 -0.977 -0.708 0.08
H 5.440 -2.801 -1.601 0.09
H 5.267 -3.436 -3.991 0.09
H 3.717 -2.189 -5.471 0.09
H 2.380 -0.338 -4.582 0.09
H 4.293 0.857 0.221 0.08
H 4.875 2.363 2.027 0.09
H 3.570 4.438 2.416 0.09
H 1.656 4.964 0.921 0.09
H 1.053 3.425 -0.895 0.09
H 3.992 2.416 -3.588 0.10
H 3.930 4.054 -5.426 0.09
H 1.761 4.762 -6.388 0.09
H -0.347 3.822 -5.490 0.09
H -0.272 2.185 -3.617 0.08
```

Below is a structure of composition C40H38ClFeN2O8, with properties calculated with ωB97M-V/def2-TZVPD.

Calculated values
Energy relative to the best compared isomer or geometry (same formula, charge and spin) ... 9.1 kcal/mol
Highest occupied orbital energy (spin up / spin down) ... -8.47 / -8.47 eV
Calculated total energy ... -3982.4503 hartree
Multiplicity ... 6
Strongest force on any atom ... 0.0086 Eh/bohr
<S²> ... 8.762
Kohn-Sham gap (spin up / spin down) ... 8.1 / 7.7 eV

Geometry as XYZ:
```
90
Properties=species:S:1:pos:R:3:lowdin_charge:R:1
Fe 0.004 -1.033 -1.462 1.09
C -3.617 1.435 -4.254 -0.05
O -3.084 0.151 -3.922 0.00
C -1.764 -0.011 -3.808 -0.55
O -1.356 -1.020 -3.229 0.02
N -0.979 0.920 -4.378 0.02
N 0.417 0.808 -4.435 0.08
H -4.680 1.376 -4.044 0.10
H -3.468 1.656 -5.313 0.09
H -3.177 2.210 -3.625 0.10
H -1.371 1.598 -5.005 0.13
H 0.785 1.160 -3.555 0.07
H 0.663 -0.175 -4.479 0.08
Cl 3.847 -6.915 -3.140 0.66
C 3.092 -5.358 -2.979 -0.67
C 3.715 -4.230 -3.537 -0.08
C 3.147 -2.990 -3.424 0.01
C 1.922 -2.800 -2.740 -0.32
O 1.436 -1.602 -2.640 -0.13
C 1.293 -3.957 -2.199 -0.12
C 0.006 -3.929 -1.569 -0.13
O -0.730 -2.946 -1.422 -0.05
C 1.904 -5.223 -2.325 -0.06
H 4.655 -4.353 -4.059 0.11
H 3.628 -2.117 -3.844 0.12
H -0.370 -4.893 -1.203 0.14
H 1.412 -6.091 -1.903 0.12
C -0.585 2.840 4.065 0.02
C -0.741 1.557 3.276 -0.57
C -1.588 0.544 4.029 0.03
O 0.559 1.045 2.967 -0.02
C 0.606 0.597 1.614 -0.14
C -0.783 0.969 1.058 -0.15
O -1.316 1.862 2.023 0.00
C -0.879 1.648 -0.333 -0.37
O -0.532 0.725 -1.331 -0.24
C 0.004 2.885 -0.523 -0.13
C 0.706 3.526 0.489 -0.01
C 1.482 4.648 0.216 -0.07
C 1.554 5.157 -1.070 -0.09
C 0.838 4.537 -2.086 -0.07
C 0.072 3.418 -1.810 -0.04
C -2.357 2.024 -0.527 -0.13
C -3.257 1.041 -0.926 -0.03
C -4.606 1.332 -1.079 -0.09
C -5.072 2.616 -0.837 -0.09
C -4.181 3.602 -0.438 -0.07
C -2.834 3.307 -0.281 -0.01
C 1.003 -0.909 1.479 -0.36
O 0.807 -1.226 0.137 -0.22
C 0.165 -1.827 2.372 -0.12
C -0.981 -2.443 1.875 -0.04
C -1.775 -3.240 2.688 -0.08
C -1.429 -3.446 4.015 -0.09
C -0.277 -2.857 4.514 -0.08
C 0.512 -2.059 3.700 -0.02
C 2.499 -1.092 1.771 -0.13
C 3.195 -2.073 1.071 -0.01
C 4.545 -2.291 1.303 -0.08
C 5.226 -1.523 2.237 -0.10
C 4.543 -0.536 2.931 -0.08
C 3.190 -0.322 2.703 -0.03
H -0.236 2.618 5.074 0.09
H -1.549 3.343 4.130 0.10
H 0.132 3.501 3.582 0.08
H -1.030 0.149 4.876 0.09
H -1.877 -0.287 3.387 0.08
H -2.492 1.032 4.395 0.09
H 1.390 1.147 1.088 0.16
H -1.413 0.072 0.989 0.15
H 0.662 3.156 1.501 0.09
H 2.033 5.121 1.019 0.10
H 2.158 6.031 -1.280 0.10
H 0.874 4.931 -3.094 0.10
H -0.510 2.951 -2.595 0.10
H -2.902 0.041 -1.139 0.11
H -5.289 0.552 -1.392 0.11
H -6.123 2.847 -0.958 0.10
H -4.535 4.607 -0.245 0.10
H -2.148 4.083 0.035 0.12
H -1.256 -2.319 0.838 0.09
H -2.664 -3.702 2.278 0.10
H -2.046 -4.069 4.651 0.10
H 0.014 -3.020 5.545 0.10
H 1.407 -1.610 4.109 0.12
H 2.672 -2.665 0.332 0.11
H 5.066 -3.060 0.747 0.10
H 6.280 -1.688 2.417 0.10
H 5.064 0.077 3.656 0.10
H 2.675 0.457 3.249 0.11
```

Below is a structure of composition C40H38N4O3PRh in a non-equilibrium geometry, with properties calculated with ωB97M-V/def2-TZVPD.

Calculated values
Energy relative to the best compared isomer or geometry (same formula, charge and spin) ... 5.4 kcal/mol
Highest occupied orbital energy (spin up / spin down) ... -6.06 / -7.54 eV
Calculated total energy ... -2443.5637 hartree
Multiplicity ... 5
Strongest force on any atom ... 0.0218 Eh/bohr
<S²> ... 6.108
Kohn-Sham gap (spin up / spin down) ... 5.6 / 5.9 eV

Geometry as XYZ:
```
87
Properties=species:S:1:pos:R:3:lowdin_charge:R:1
Rh 1.034 -0.664 0.798 0.92
C 5.687 -1.082 -1.128 -0.04
O 5.138 -1.758 -2.272 -0.06
C 3.888 -2.248 -2.302 -0.23
C 3.528 -2.900 -3.453 -0.01
C 2.226 -3.394 -3.643 -0.05
C 1.260 -3.292 -2.659 -0.03
C 1.594 -2.691 -1.457 -0.15
C 0.812 -2.693 -0.256 -0.26
N -0.454 -3.178 -0.250 0.03
N -1.144 -3.337 0.865 0.04
C -0.650 -2.903 2.074 -0.46
O 0.422 -2.299 2.293 -0.11
C -1.589 -3.097 3.217 -0.17
C -1.218 -2.624 4.473 -0.03
C -2.082 -2.747 5.554 -0.08
C -3.324 -3.348 5.387 -0.10
C -3.694 -3.828 4.136 -0.10
C -2.835 -3.702 3.054 -0.04
C 2.892 -2.060 -1.266 -0.30
O 3.065 -1.309 -0.267 -0.07
H 5.165 -0.152 -0.921 0.08
H 6.718 -0.873 -1.397 0.09
H 5.656 -1.708 -0.241 0.10
H 4.278 -2.999 -4.229 0.12
H 1.992 -3.898 -4.573 0.11
H 0.276 -3.729 -2.780 0.11
H 1.431 -2.896 0.618 0.11
H -0.247 -2.157 4.583 0.11
H -1.784 -2.376 6.528 0.10
H -4.001 -3.443 6.230 0.10
H -4.657 -4.310 4.005 0.10
H -3.108 -4.075 2.077 0.10
C -1.040 2.439 -3.535 -0.04
C 0.257 1.672 -3.688 -0.24
C 0.777 1.598 -4.981 -0.05
C 2.012 1.035 -5.259 -0.08
C 2.794 0.564 -4.218 -0.07
C 2.286 0.605 -2.931 -0.09
C 1.011 1.099 -2.637 -0.27
P 0.588 0.960 -0.837 1.07
C -1.245 1.054 -0.879 -0.34
C -1.797 -0.044 -1.547 -0.13
C -3.169 -0.183 -1.696 -0.08
C -4.009 0.780 -1.155 -0.09
C -3.466 1.851 -0.457 -0.06
C -2.089 2.006 -0.296 -0.28
C -1.571 3.195 0.473 -0.03
C 1.406 2.457 -0.197 -0.32
C 1.500 3.652 -0.918 -0.09
C 2.193 4.730 -0.400 -0.08
C 2.813 4.609 0.842 -0.08
C 2.759 3.411 1.534 -0.05
C 2.074 2.302 1.023 -0.31
C 2.108 0.975 1.739 -0.21
H -1.149 3.130 -4.373 0.08
H -1.065 3.021 -2.618 0.06
H -1.912 1.780 -3.529 0.08
H 0.199 2.029 -5.793 0.11
H 2.377 1.000 -6.280 0.10
H 3.783 0.161 -4.400 0.11
H 2.903 0.283 -2.104 0.08
H -1.137 -0.806 -1.953 0.10
H -3.573 -1.038 -2.227 0.11
H -5.085 0.695 -1.266 0.10
H -4.126 2.592 -0.014 0.11
H -2.386 3.688 1.005 0.08
H -1.112 3.931 -0.195 0.08
H -0.813 2.906 1.201 0.07
H 1.031 3.735 -1.894 0.10
H 2.260 5.656 -0.961 0.10
H 3.361 5.448 1.257 0.10
H 3.274 3.316 2.485 0.11
H 1.784 1.079 2.774 0.03
H 3.132 0.595 1.754 0.05
C -4.498 -0.030 2.894 0.00
N -3.072 0.238 2.796 -0.10
C -2.320 1.017 3.648 -0.05
C -1.039 0.940 3.188 -0.13
N -0.997 0.137 2.070 0.04
C -2.234 -0.257 1.863 -0.18
H -4.977 0.787 3.428 0.09
H -4.684 -0.962 3.424 0.08
H -4.924 -0.094 1.894 0.09
H -2.755 1.536 4.489 0.12
H -0.152 1.396 3.600 0.09
H -2.566 -0.904 1.060 0.14
```

Below is a structure of composition C40H38N4STl, with properties calculated with ωB97M-V/def2-TZVPD.

Calculated values
Net charge ... +1
Energy relative to the best compared isomer or geometry (same formula, charge and spin) ... 1.2 kcal/mol
Highest occupied orbital energy ... -9.94 eV
Calculated total energy ... -2336.5951 hartree
Strongest force on any atom ... 0.0063 Eh/bohr
Kohn-Sham gap ... 7.0 eV

Geometry as XYZ:
```
84
Properties=species:S:1:pos:R:3:lowdin_charge:R:1
Tl 0.056 -0.453 0.170 1.18
C 2.165 0.716 2.980 -0.01
C 2.841 0.931 1.658 -0.30
C 3.921 1.810 1.563 -0.01
C 4.588 1.935 0.365 -0.02
C 4.209 1.139 -0.708 0.00
C 3.137 0.280 -0.549 -0.21
N 2.437 0.227 0.597 0.10
C 2.766 -0.725 -1.594 -0.21
C 3.387 -0.785 -2.835 0.01
C 3.079 -1.838 -3.679 -0.02
C 2.171 -2.796 -3.265 0.01
C 1.560 -2.647 -2.024 -0.22
N 1.853 -1.622 -1.225 0.10
C 0.606 -3.678 -1.520 -0.23
C -0.316 -4.273 -2.367 -0.02
C -1.120 -5.281 -1.852 -0.04
C -0.944 -5.674 -0.542 -0.01
C 0.018 -5.032 0.239 -0.33
C 0.297 -5.472 1.648 -0.04
N 0.752 -4.024 -0.237 0.17
H 2.906 0.365 3.701 0.10
H 1.378 -0.030 2.910 0.06
H 1.748 1.648 3.365 0.09
H 4.223 2.375 2.435 0.13
H 5.421 2.619 0.267 0.12
H 4.765 1.173 -1.632 0.11
H 4.110 -0.042 -3.138 0.11
H 3.560 -1.920 -4.645 0.12
H 1.952 -3.657 -3.881 0.12
H -0.413 -3.954 -3.396 0.12
H -1.866 -5.758 -2.475 0.12
H -1.537 -6.473 -0.117 0.12
H 0.920 -6.368 1.636 0.09
H -0.621 -5.716 2.183 0.08
H 0.839 -4.696 2.184 0.08
C -0.944 0.220 -1.743 -0.39
C -0.682 1.674 -1.826 -0.26
C -1.736 2.325 -1.282 -0.20
C -2.736 1.349 -0.848 -0.20
C -2.311 0.105 -1.166 -0.29
C -3.048 -1.200 -1.075 -0.03
C -4.013 1.740 -0.173 -0.01
C -1.945 3.800 -1.143 -0.01
C 0.486 2.248 -2.567 -0.03
C -0.645 -0.572 -2.995 -0.04
H -3.428 -1.506 -2.054 0.09
H -3.897 -1.142 -0.395 0.08
H -2.410 -2.018 -0.719 0.06
H -4.615 2.391 -0.811 0.09
H -3.814 2.300 0.748 0.08
H -4.620 0.874 0.087 0.07
H -2.813 4.125 -1.723 0.09
H -1.082 4.373 -1.479 0.07
H -2.143 4.074 -0.103 0.08
H 0.584 3.319 -2.401 0.07
H 0.381 2.092 -3.645 0.09
H 1.429 1.773 -2.273 0.06
H -1.258 -0.172 -3.811 0.11
H -0.899 -1.627 -2.883 0.06
H 0.398 -0.492 -3.302 0.07
S -1.633 2.775 3.301 1.15
C -0.608 3.792 2.339 -0.46
C -0.426 5.171 2.406 -0.07
C 0.458 5.748 1.517 -0.07
C 1.154 4.968 0.583 -0.06
C 0.967 3.603 0.514 -0.02
C 0.064 3.011 1.396 -0.31
N -0.241 1.660 1.462 0.04
C -1.086 1.394 2.406 -0.53
C -1.487 0.020 2.735 -0.26
C -2.359 -0.219 3.797 -0.04
C -2.724 -1.515 4.123 -0.06
C -2.218 -2.573 3.386 -0.06
C -1.351 -2.334 2.326 -0.10
C -0.966 -1.047 1.993 -0.20
H -0.959 5.772 3.131 0.12
H 0.620 6.817 1.545 0.11
H 1.847 5.447 -0.096 0.11
H 1.496 2.998 -0.210 0.10
H -2.754 0.607 4.377 0.09
H -3.400 -1.695 4.949 0.11
H -2.501 -3.589 3.630 0.11
H -0.979 -3.170 1.753 0.07
```